Here is a structure of composition C19H6BrCl5FeN3O8 from the Open Molecules 2025 dataset. Energies are from ωB97M-V with the def2-TZVPD basis set.

Results
Spin multiplicity = 6
Frontier orbital gap (spin up / spin down) = 8.4919 / 7.2099 eV
HOMO level (spin up / spin down) = -9.770 / -9.767 eV
ΔE to the lowest compared entry with this formula, charge and spin = 0.000 eV

Geometry as XYZ:
```
43
C19H6BrCl5FeN3O8 ωB97M-V with the def2-TZVPD basis set
Fe -0.47 0.01 0.54
Cl 3.10 0.69 -0.84
C 1.96 1.93 -0.48
C 0.67 1.58 -0.08
C -0.21 2.62 0.12
Cl -1.84 2.10 0.58
C 0.09 3.96 -0.02
Cl -1.10 5.17 0.25
C 1.39 4.28 -0.39
Cl 1.84 5.93 -0.56
C 2.32 3.27 -0.63
Cl 3.92 3.68 -1.10
Br 3.75 -5.33 4.16
C 3.09 -3.87 3.15
C 3.87 -3.35 2.13
N 3.47 -2.32 1.38
C 2.28 -1.80 1.65
C 1.43 -2.26 2.64
C 1.85 -3.33 3.42
C 0.09 -1.68 2.91
O -0.68 -2.15 3.70
O -0.22 -0.56 2.22
H 4.84 -3.76 1.91
H 1.99 -0.96 1.03
H 1.21 -3.72 4.20
O 0.44 -3.39 -0.69
C 0.17 -2.32 -1.17
O -0.60 -1.42 -0.55
C 0.70 -1.88 -2.50
C 1.15 -2.86 -3.39
C 1.68 -2.45 -4.59
C 1.82 -1.13 -4.96
C 1.37 -0.19 -4.04
C 0.80 -0.54 -2.83
N 1.51 1.24 -4.36
O 1.10 2.04 -3.53
O 2.04 1.54 -5.41
N 2.15 -3.49 -5.55
O 2.57 -3.10 -6.62
O 2.09 -4.64 -5.19
H 1.10 -3.90 -3.13
H 2.25 -0.84 -5.90
H 0.48 0.24 -2.16
```



Here is a structure of composition C39H31AsBrN2O2PPdS2 from the Open Molecules 2025 dataset. Energies are from ωB97M-V with the def2-TZVPD basis set.

Results
Frontier orbital gap = 4.9810 eV
Total charge = -2
HOMO level = -1.133 eV
ΔE to the lowest compared entry with this formula, charge and spin = 0.245 eV

Geometry as XYZ:
```
80
C39H31AsBrN2O2PPdS2 ωB97M-V with the def2-TZVPD basis set
Pd 3.08 -0.41 0.53
S 4.75 1.23 -0.16
C 4.13 2.77 0.17
N 3.15 3.13 0.96
C 2.94 4.48 0.95
C 1.94 5.14 1.68
C 1.80 6.51 1.57
C 2.64 7.26 0.75
C 3.64 6.63 0.02
C 3.79 5.25 0.12
S 4.90 4.18 -0.66
H 1.29 4.55 2.31
H 1.02 7.01 2.14
H 2.51 8.33 0.67
H 4.30 7.20 -0.62
C -1.25 -0.75 -0.84
C -1.86 -0.64 -2.23
As -3.83 -0.75 -2.37
C -4.32 0.76 -1.23
C -3.52 1.89 -1.15
C -3.93 2.99 -0.40
C -5.14 2.97 0.27
C -5.95 1.85 0.19
C -5.55 0.75 -0.56
C -4.15 -2.21 -1.10
C -4.50 -3.45 -1.63
C -4.68 -4.55 -0.80
C -4.51 -4.41 0.57
C -4.17 -3.18 1.11
C -3.99 -2.08 0.27
P 0.62 -0.57 -0.91
C 0.70 1.25 -1.15
C -0.13 2.16 -0.50
C -0.04 3.52 -0.75
C 0.91 4.00 -1.64
C 1.75 3.11 -2.29
C 1.64 1.75 -2.05
C 1.01 -0.79 0.86
C 0.77 -2.07 1.45
C 0.87 -2.27 2.80
C 1.24 -1.20 3.64
C 1.50 0.04 3.11
C 1.39 0.29 1.72
H -1.43 -1.75 -0.42
H -1.69 -0.04 -0.14
H -1.48 -1.44 -2.88
H -1.58 0.30 -2.71
H -2.56 1.93 -1.65
H -3.28 3.86 -0.33
H -5.45 3.82 0.86
H -6.90 1.82 0.71
H -6.18 -0.13 -0.61
H -4.63 -3.56 -2.70
H -4.94 -5.51 -1.23
H -4.64 -5.27 1.22
H -4.02 -3.07 2.17
H -3.71 -1.13 0.70
H -0.85 1.81 0.23
H -0.67 4.22 -0.20
H 1.02 5.07 -1.80
H 2.52 3.48 -2.96
H 2.33 1.05 -2.52
H 0.54 -2.90 0.79
H 0.71 -3.26 3.21
H 1.35 -1.37 4.71
H 1.79 0.86 3.76
H 1.38 1.32 1.38
Br 2.12 -6.89 -3.22
C 2.93 -6.44 -1.54
C 3.30 -7.47 -0.69
N 3.86 -7.23 0.49
C 4.05 -5.95 0.84
C 3.71 -4.87 0.04
C 3.12 -5.12 -1.19
C 3.96 -3.42 0.51
O 4.44 -3.30 1.64
O 3.62 -2.55 -0.33
H 3.15 -8.50 -0.97
H 4.50 -5.76 1.80
H 2.85 -4.28 -1.82
```